No. 1
Below is a cluster of 2 separate species, CNO2S2 in total, with properties calculated with ωB97M-V/def2-TZVPD.

The value obtained for the relative energy (zero: lowest compared OMol25 entry of this formula, charge and spin) is 351.8 kJ/mol. As for the HOMO-LUMO gap (alpha / beta): 6.3 / 6.3 eV. The multiplicity is 1. As for the net charge: -1. The calculation puts the HOMO energy (alpha / beta) at -5.06 / -5.06 eV.

CARTESIAN COORDINATES (ANGSTROEM)
C: -0.99 0.83 0.14
N: -1.73 1.71 0.19
O: -0.30 -1.49 1.05
O: -0.19 -1.07 -1.39
S: 3.04 0.64 0.04
S: 0.17 -0.62 -0.04

Results of the natural (NBO) charge analysis, in e, for atoms 1 through 4: -0.02, -0.41, -0.97, -0.97


No. 2
Below is a structure of composition C44H70BN10O8Pb, with properties calculated with ωB97M-V/def2-TZVPD.

The value obtained for the relative energy (zero: lowest compared OMol25 entry of this formula, charge and spin) is 145.2 kJ/mol. As for the HOMO-LUMO gap: 7.0 eV. The multiplicity is 1. As for the net charge: +1. The calculation puts the HOMO energy at -12.48 eV.

CARTESIAN COORDINATES (ANGSTROEM)
Pb: -0.03 3.35 6.21
O: 2.54 1.80 2.99
C: 1.52 1.31 2.64
O: 1.21 0.80 1.48
B: -0.23 0.40 1.53
O: -0.67 0.68 2.93
C: 0.28 1.22 3.55
O: 0.22 1.62 4.68
O: -0.45 -1.00 1.20
C: -1.15 -1.09 0.09
O: -1.50 -2.07 -0.45
C: -1.57 0.34 -0.33
O: -0.96 1.17 0.52
O: -2.32 0.64 -1.15
C: 2.82 1.15 -1.90
C: 2.04 0.77 -3.16
C: 3.00 0.27 -4.25
C: 3.92 1.32 -4.70
N: 4.65 2.13 -5.05
H: 3.47 2.00 -2.14
H: 3.48 0.34 -1.59
H: 2.18 1.35 -1.04
H: 1.52 1.67 -3.49
H: 1.26 0.04 -2.93
H: 2.42 -0.06 -5.12
H: 3.60 -0.58 -3.94
C: -2.12 4.11 -1.49
C: -3.49 4.50 -0.99
C: -3.86 5.94 -1.34
C: -2.83 6.88 -0.91
N: -2.00 7.59 -0.53
H: -2.04 4.21 -2.57
H: -1.94 3.07 -1.24
H: -1.32 4.70 -1.02
H: -3.52 4.38 0.10
H: -4.25 3.85 -1.42
H: -4.82 6.19 -0.89
H: -3.98 5.99 -2.43
C: 0.12 -4.24 3.21
C: 0.02 -4.57 1.73
C: -0.87 -5.80 1.44
C: -0.57 -6.92 2.34
N: -0.33 -7.81 3.02
H: 0.62 -5.04 3.76
H: -0.84 -4.09 3.71
H: 0.71 -3.34 3.35
H: 1.01 -4.79 1.32
H: -0.39 -3.73 1.19
H: -0.65 -6.12 0.43
H: -1.90 -5.49 1.62
C: -3.96 2.60 2.47
C: -4.47 1.31 3.12
C: -4.50 1.31 4.65
C: -3.31 1.90 5.26
N: -2.38 2.28 5.79
H: -3.09 3.00 2.99
H: -4.74 3.37 2.54
H: -3.74 2.45 1.42
H: -3.81 0.51 2.76
H: -5.43 1.01 2.70
H: -4.51 0.28 5.01
H: -5.39 1.81 5.04
C: 3.17 -2.31 2.39
C: 4.29 -1.36 2.01
C: 5.61 -2.08 1.76
C: 5.53 -3.20 0.81
N: 5.49 -4.05 0.06
H: 2.86 -2.86 1.49
H: 2.26 -1.83 2.74
H: 3.49 -3.08 3.10
H: 4.41 -0.56 2.74
H: 4.01 -0.83 1.08
H: 6.02 -2.48 2.70
H: 6.37 -1.38 1.43
C: 4.90 4.40 -1.13
C: 5.68 3.76 -0.02
C: 5.18 2.34 0.25
C: 5.86 1.66 1.33
N: 6.40 1.03 2.11
H: 5.15 5.43 -1.34
H: 3.82 4.32 -0.92
H: 5.00 3.84 -2.08
H: 5.68 4.39 0.88
H: 6.73 3.67 -0.30
H: 5.37 1.79 -0.67
H: 4.11 2.28 0.44
C: 2.04 -2.60 -1.08
C: 2.30 -3.99 -1.62
C: 3.09 -4.05 -2.94
C: 2.44 -3.28 -3.99
N: 1.87 -2.72 -4.80
H: 1.45 -1.96 -1.75
H: 2.98 -2.08 -0.84
H: 1.41 -2.67 -0.19
H: 1.37 -4.54 -1.78
H: 2.87 -4.51 -0.84
H: 3.15 -5.09 -3.27
H: 4.12 -3.72 -2.78
C: 1.72 6.04 1.98
C: 0.51 5.66 1.14
C: -0.83 5.74 1.86
C: -0.79 4.91 3.06
N: -0.74 4.28 4.01
H: 2.02 5.22 2.64
H: 1.58 6.92 2.59
H: 2.57 6.15 1.30
H: 0.65 4.69 0.65
H: 0.45 6.38 0.31
H: -1.63 5.35 1.22
H: -1.17 6.73 2.15
C: -2.96 -4.30 -4.66
C: -1.89 -3.71 -3.76
C: -1.50 -4.66 -2.64
C: -2.61 -5.08 -1.79
N: -3.43 -5.42 -1.09
H: -3.81 -4.66 -4.08
H: -2.58 -5.18 -5.19
H: -3.33 -3.61 -5.41
H: -2.31 -2.81 -3.30
H: -0.99 -3.40 -4.29
H: -0.82 -4.16 -1.94
H: -1.00 -5.57 -2.98
C: -6.63 -3.17 -1.93
C: -5.64 -2.14 -2.44
C: -4.47 -1.91 -1.49
C: -4.81 -1.63 -0.09
N: -5.02 -1.35 0.99
H: -7.41 -3.43 -2.63
H: -7.14 -2.84 -1.02
H: -6.06 -4.07 -1.68
H: -6.11 -1.16 -2.59
H: -5.23 -2.44 -3.41
H: -3.83 -1.08 -1.77
H: -3.88 -2.83 -1.40

Results of the Löwdin charge analysis, in e, for atoms 1 through 4: 1.56, 0.18, -0.41, 0.24


No. 3
Below is a cluster of 2 separate species, C24H53BrNO3PS in total, with properties calculated with ωB97M-V/def2-TZVPD.

The structure (SMILES) is COCCCCCCCCCC[PH](S)(Br)CCCCCCCCCCOC.CC(N)=O. As for the HOMO-LUMO gap: 9.5 eV. The multiplicity is 1. As for the net charge: 0. The calculation puts the HOMO energy at -8.84 eV.

CARTESIAN COORDINATES (ANGSTROEM)
C: 6.54 -4.36 2.54
O: 7.88 -3.92 2.77
C: 8.56 -3.68 1.53
C: 9.00 -2.16 1.48
C: 7.74 -1.21 1.46
C: 6.98 -1.25 0.07
C: 6.35 0.16 -0.27
C: 6.08 0.24 -1.83
C: 5.69 1.71 -2.27
C: 4.18 1.81 -2.70
C: 3.18 1.36 -1.58
C: 2.73 2.52 -0.60
P: 0.86 2.45 -0.45
S: 1.11 0.51 0.61
Br: 0.72 4.52 -1.45
C: -0.19 3.04 1.00
C: -1.54 2.19 1.00
C: -2.81 3.08 1.24
C: -3.73 2.35 2.29
C: -4.14 0.89 1.91
C: -4.35 0.63 0.36
C: -5.60 -0.32 0.20
C: -5.34 -1.49 -0.82
C: -6.59 -2.47 -0.86
C: -6.17 -3.97 -1.07
O: -6.37 -4.68 0.17
C: -5.62 -5.91 0.12
H: 6.52 -5.19 1.79
H: 6.07 -4.74 3.46
H: 5.97 -3.48 2.13
H: 9.47 -4.32 1.48
H: 7.87 -3.84 0.67
H: 9.52 -1.97 2.45
H: 9.66 -1.98 0.60
H: 7.08 -1.47 2.31
H: 8.12 -0.16 1.58
H: 6.16 -1.99 0.17
H: 7.67 -1.57 -0.74
H: 7.05 0.97 0.03
H: 5.34 0.24 0.21
H: 5.29 -0.49 -2.10
H: 7.03 -0.09 -2.32
H: 6.31 1.91 -3.19
H: 5.98 2.47 -1.51
H: 4.07 1.09 -3.55
H: 3.96 2.81 -3.13
H: 3.55 0.50 -0.98
H: 2.26 0.97 -2.09
H: 3.12 3.52 -0.89
H: 3.13 2.33 0.43
H: 0.16 1.80 -1.51
H: 0.74 0.71 1.92
H: -0.39 4.13 0.89
H: 0.35 2.94 1.98
H: -1.64 1.76 -0.02
H: -1.44 1.41 1.78
H: -2.58 4.09 1.67
H: -3.37 3.28 0.30
H: -4.60 2.98 2.59
H: -3.11 2.27 3.23
H: -5.10 0.68 2.44
H: -3.39 0.15 2.28
H: -4.46 1.57 -0.22
H: -3.45 0.08 0.00
H: -6.50 0.27 -0.11
H: -5.87 -0.82 1.16
H: -4.50 -2.12 -0.43
H: -5.15 -1.09 -1.84
H: -7.23 -2.33 0.04
H: -7.20 -2.20 -1.76
H: -5.12 -4.06 -1.42
H: -6.89 -4.40 -1.82
H: -5.34 -6.16 -0.93
H: -6.20 -6.76 0.55
H: -4.68 -5.81 0.72
C: -7.92 2.33 -1.88
C: -7.26 3.41 -1.06
N: -7.77 4.66 -1.20
O: -6.32 3.19 -0.31
H: -8.32 1.57 -1.22
H: -7.17 1.88 -2.54
H: -8.73 2.72 -2.49
H: -8.53 4.88 -1.80
H: -7.34 5.39 -0.66

Results of the Löwdin charge analysis, in e, for atoms 1 through 4: -0.11, -0.21, -0.23, -0.17


No. 4
Below is the molecule C2H4N2O2S, with properties calculated with ωB97M-V/def2-TZVPD.

The structure (SMILES) is NC(=O)S/C=N/O. The value obtained for the relative energy (zero: lowest compared OMol25 entry of this formula, charge and spin) is 356.8 kJ/mol. As for the HOMO-LUMO gap: 9.3 eV. The multiplicity is 1. As for the net charge: 0. The calculation puts the HOMO energy at -8.94 eV.

CARTESIAN COORDINATES (ANGSTROEM)
N: -1.85 -1.47 1.29
C: -1.00 -0.99 0.38
O: -0.55 -1.48 -0.69
S: -0.43 0.68 0.88
C: 0.85 0.67 -0.37
N: 1.27 1.89 -0.65
O: 2.34 1.64 -1.59
H: -2.52 -2.21 0.93
H: -1.94 -1.11 2.33
H: 1.41 -0.43 -0.71
H: 2.43 2.79 -1.80

Results of the natural (NBO) charge analysis, in e, for atoms 1 through 4: -0.85, 0.54, -0.61, 0.18


E_tot readings, ordered: -28290.76027; -83966.26591; -123544.77273; -20045.78535 eV
Max |F| readings, ordered: 0.94; 3.31; 2.16; 7.13 eV/Å